No. 1
# C7H13NOOsP

A molecular structure, C7H13NOOsP (ωB97M-V with the def2-TZVPD basis set, the Open Molecules 2025 dataset).

XYZ file:
```
24
Properties=species:S:1:pos:R:3:forces:R:3:mulliken_spin:R:1
Os -0.4159 1.3198 1.3668 -1.3038 -0.3177 -4.0576 2.81
P -0.3992 3.3060 0.5270 0.3248 4.1546 -1.5809 -0.01
O 1.6347 -0.6330 1.8132 -1.2153 1.1198 -0.1776 0.09
N -0.6536 -0.8318 1.2993 -0.0568 -0.2500 -0.1426 0.06
C 0.1633 -0.1609 -2.6806 0.7039 -2.8780 0.6058 0.30
C -0.2011 -2.4775 -2.5480 0.2517 0.3805 0.4310 0.43
C -0.1224 0.3085 3.3030 1.0878 -0.9443 0.6821 0.14
C 1.4056 -0.8575 -1.9892 -2.8662 -0.7054 -0.5158 0.36
C -0.7104 -1.2245 -2.9854 0.0253 2.6423 -0.3910 -0.04
C 1.0183 -2.2126 -1.8743 1.6938 0.9551 0.2232 -0.09
C 0.4615 -0.3604 2.0720 1.1208 -3.9618 2.1886 -0.15
H -0.4512 -1.4117 0.4926 0.2919 0.0428 -0.2335 0.00
H -1.6499 -1.0562 -3.5145 0.2880 -0.2559 0.1972 0.00
H -0.5730 3.3361 -0.9195 0.1388 0.1190 0.9767 0.05
H -1.3842 4.2568 0.9525 0.5157 -0.3100 -0.3573 0.00
H 1.6554 -2.9496 -1.3974 -0.1271 -0.0330 -0.2167 0.00
H 0.0375 0.9070 -2.8527 0.0316 -0.4312 -0.1408 0.01
H -0.6767 -3.4583 -2.6995 0.3562 0.6597 0.1417 0.02
H 0.6754 0.4829 4.0096 0.0522 0.4245 0.1743 0.00
H 0.8250 4.0533 0.6872 -0.7866 -0.2541 -0.2182 0.00
H 2.3282 -0.3800 -1.6496 -0.4475 -0.2775 -0.1230 0.01
H -0.5590 1.4095 3.0091 -0.0190 0.1504 2.6434 -0.01
H -1.4853 -1.1137 1.8061 0.1604 -0.1444 -0.0131 0.00
H -0.9230 -0.2524 3.7723 -0.2206 0.1147 -0.0958 0.00
```
Forces are in eV/Å.

Computed properties:
E	-22749.3316	eV
HOMO-LUMO gap (spin up / spin down)	7.3 / 5.1	eV
charge	+1
energy above the lowest of the compared OMol25 structures with the same formula, charge and spin	70.7	kcal per mole
2S+1	5
LUMO energy (spin up / spin down)	-4.10 / -6.14	eV

No. 2
# C24H24N4O5S

C24H24N4O5S in the gas phase (ωB97M-V with the def2-TZVPD basis set, the Open Molecules 2025 dataset).

XYZ file:
```
58
Properties=species:S:1:pos:R:3:forces:R:3:mulliken_charge:R:1
S 4.4475 2.3566 0.3429 0.1953 -0.6436 0.3157 -0.11
O 2.0806 -0.2992 -0.7506 -0.0519 0.3238 -0.0345 -0.72
O 0.3113 -2.0356 -1.9615 0.0949 -0.2195 0.3818 -0.53
O -3.0466 -2.2933 1.5064 -0.2030 0.1408 0.1544 -0.49
O -2.6876 3.8723 -0.4710 0.1891 -0.3688 0.1874 -0.43
O -0.8501 2.4579 0.6258 -0.5022 0.1816 -0.1592 -0.54
N 2.2419 -2.4816 -0.1229 -0.0266 -0.3281 0.0840 -0.17
N -5.8331 0.2879 -0.1991 -0.4715 0.2137 -0.1763 -0.72
N 4.0911 -1.3462 -0.8964 0.2285 0.0193 -0.2661 -0.30
N 5.1148 0.0999 1.3457 0.1503 -0.8323 -0.3447 -0.53
C -1.7620 -2.4079 1.0520 0.7306 -0.2920 -0.2191 -0.72
C 0.2629 1.7324 1.1010 0.2421 -0.2496 0.0788 -0.42
C 4.8237 0.6576 0.2229 -0.2638 0.9397 -0.1665 0.30
C 5.0665 0.9761 2.3750 -0.0850 0.6385 0.2452 -0.60
C -1.4260 -2.1569 -0.2757 -0.1721 -0.0525 -0.0496 0.42
C -3.5586 -0.0605 0.6002 -0.3927 0.0055 -0.0740 -0.15
C 0.8856 -2.5632 0.2540 -0.1321 0.1491 -0.0652 0.16
C -0.5949 -1.4854 -2.8864 -0.1858 0.1038 -0.1876 -0.96
C -4.5839 0.7350 0.0173 0.4931 -0.4455 0.2643 -1.18
C 2.7517 -1.2956 -0.5871 0.2774 -0.2890 0.0369 0.43
C -5.2017 -1.8237 0.7112 0.5477 -0.0260 0.1161 -0.60
C -2.2924 0.5254 0.8290 0.4205 0.3893 0.0923 -0.04
C -3.9063 -1.3985 0.9208 -0.5586 0.1060 -0.1864 0.61
C -0.7972 -2.8357 1.9539 -0.4904 0.0847 -0.0448 -0.73
C 4.7720 -0.0774 -1.0821 -0.0711 -0.1063 -0.2144 0.33
C -6.1246 -0.9353 0.1537 0.0309 -0.0219 -0.0198 -0.46
C 6.1744 -0.3136 -1.6339 -0.2567 0.0126 0.0093 -1.62
C -3.6478 4.7165 -1.0572 -0.1942 0.1360 -0.1072 -0.96
C 4.7285 2.2465 2.0354 0.0001 0.0606 -0.1610 -0.23
C -4.2975 2.0681 -0.3500 0.3462 0.4173 -0.0418 -0.15
C -2.0284 1.8177 0.4597 0.1422 -0.1727 0.1237 1.00
C -3.0584 2.6097 -0.1491 -0.1776 0.0689 -0.0872 0.94
C -0.1048 -2.2344 -0.6901 0.1097 -0.1946 0.1999 0.72
C 0.5224 -2.9006 1.5464 -0.0005 0.1283 -0.3288 -0.61
H 0.0833 1.3281 2.1025 -0.0247 0.0244 -0.0075 0.34
H -0.0158 -1.3045 -3.7903 -0.0857 -0.0002 0.0328 0.27
H -5.4805 -2.8324 0.9697 -0.0161 -0.1078 0.0242 0.45
H 4.6498 -2.0589 -0.4512 -0.0725 0.0098 0.0184 0.29
H 4.1735 0.5060 -1.7896 0.1404 -0.0935 0.0967 0.43
H 2.8708 -3.1796 0.2417 -0.0261 0.0854 -0.1096 0.33
H 6.6566 0.6371 -1.8446 0.0842 0.0573 0.0135 0.37
H 1.0763 2.4545 1.1473 -0.0043 -0.0830 0.0216 0.14
H 1.2890 -3.1844 2.2523 0.1012 0.0368 0.0731 0.39
H -7.1442 -1.2504 -0.0263 -0.0783 -0.1107 0.0216 0.42
H 0.5440 0.9235 0.4202 -0.0739 0.0403 0.0577 0.20
H 5.2923 0.6270 3.3660 0.0146 0.0397 0.2106 0.43
H -3.1409 5.6652 -1.2259 -0.0761 -0.0522 -0.0055 0.24
H -2.2078 -1.8810 -0.9656 -0.0234 0.0431 -0.0850 0.56
H -4.0024 4.3177 -2.0130 0.0060 0.0009 0.0427 0.36
H -1.5246 -0.0548 1.3129 0.0946 0.0731 -0.0044 0.50
H 6.1154 -0.8922 -2.5516 0.0205 -0.0445 -0.1001 0.43
H -5.1057 2.6277 -0.7901 -0.0575 0.0978 -0.0539 0.49
H -1.4117 -2.1795 -3.1128 0.0341 0.0461 0.0191 0.35
H -1.0072 -0.5386 -2.5252 0.0092 -0.0256 0.0167 0.33
H -4.5029 4.8732 -0.3921 0.0279 -0.0210 -0.0268 0.36
H 4.6300 3.1065 2.6654 -0.0124 0.1572 0.1969 0.47
H -1.0841 -3.0701 2.9657 -0.0417 -0.0094 0.1275 0.47
H 6.7738 -0.8553 -0.9055 0.0973 -0.0409 0.0640 0.40
```
Forces are in eV/Å.

Computed properties:
E	-52310.5359	eV
HOMO-LUMO gap	8.6	eV
charge	0
energy above the lowest of the compared OMol25 structures with the same formula, charge and spin	68.8	kcal per mole
SMILES	COc1cc(Oc2ccnc3cc(OC)c(OC)cc23)ccc1NC(=O)N[C@H](C)c1nccs1
LUMO energy	0.65	eV

No. 3
# C32H28F3N7O4PW

A molecular structure, C32H28F3N7O4PW (ωB97M-V with the def2-TZVPD basis set, the Open Molecules 2025 dataset).

XYZ file:
```
76
Properties=species:S:1:pos:R:3:forces:R:3:mulliken_spin:R:1
W 0.4860 0.2613 0.1080 -0.8150 1.5774 1.5598 1.22
P -2.4275 1.6434 0.8617 -0.0793 0.0459 0.1731 0.01
F 2.1655 -0.1762 9.4602 -0.0155 0.0204 -0.0167 0.00
F 1.9486 1.9778 9.4804 0.0084 -0.0241 -0.0162 0.00
F 0.1946 0.7094 9.4971 0.0517 -0.0086 -0.0222 0.00
O 3.7488 -0.8822 -3.0634 0.1241 -0.0431 0.0833 0.00
O -0.1628 0.2338 -1.9799 0.1362 0.0544 -0.0519 0.07
O -0.9625 1.6790 0.3883 -0.0797 -0.1137 -0.3855 0.05
O -1.1063 -0.7423 0.9410 0.2497 0.0023 -0.0537 0.10
N 1.3488 2.2347 -0.7763 -0.0292 0.0972 -0.1859 0.00
N 5.1369 0.4966 0.4959 0.0357 -0.0314 -0.0250 0.00
N 4.8033 1.6930 0.0039 -0.0743 0.2052 -0.1098 0.00
N 0.7070 -1.6327 -0.6110 0.5614 0.1193 -0.1089 0.13
N 2.2918 4.6030 -1.9295 -0.2679 -0.0781 -0.0164 0.01
N 1.5685 -1.1957 -1.6153 0.2535 -0.6923 -0.6017 0.12
N 3.0078 0.3606 0.1772 -0.4190 0.0592 -0.4468 0.00
C 1.6520 0.2364 -3.5529 -0.0524 -0.0729 0.0187 0.02
C 0.3662 -2.4657 1.6046 -0.1428 0.0914 -0.0423 0.00
C -0.8925 -1.8384 1.6708 0.1976 -0.0610 -0.2206 0.04
C 0.5397 3.0851 -1.4207 -0.3458 -0.2932 0.0911 0.02
C 3.6185 0.5126 -4.9321 0.0218 -0.0034 -0.0383 0.00
C -1.8615 -2.3527 2.5212 -0.1300 -0.0560 0.1780 -0.01
C 3.5108 1.5738 -0.1824 0.4650 -0.4218 0.3205 0.00
C 1.5938 1.7057 -5.4740 -0.0801 0.0453 -0.0150 0.00
C 0.7946 -0.2289 6.8329 0.0007 0.0058 -0.0317 -0.01
C 1.2792 0.7971 4.7064 -0.0250 0.0913 0.0691 0.03
C 0.7336 -0.2544 5.4531 0.0088 0.0159 0.0094 0.02
C -3.0518 3.3071 0.5933 0.0559 -0.0797 0.0619 0.00
C 4.0697 -0.2975 0.5860 -0.0100 -0.1683 0.3180 0.02
C 0.9737 1.1385 -4.3850 0.0134 -0.0445 -0.0124 0.00
C 2.9969 -0.0789 -3.8317 -0.0798 0.1843 0.0284 0.01
C 1.4321 0.8460 8.9816 -0.0349 0.0069 0.0473 0.00
C 1.1606 0.7770 3.2807 0.0487 -0.0523 -0.1233 0.15
C 1.9548 1.8833 6.7507 -0.0047 -0.0175 -0.0180 -0.01
C 2.9264 1.3885 -5.7410 -0.0029 -0.0558 0.0371 0.01
C -1.5423 -3.4103 3.3633 -0.0088 0.0941 -0.0858 0.01
C -0.2709 -3.9731 3.3621 0.0777 -0.0611 0.0277 0.01
C 0.6821 -3.5020 2.4755 0.0577 -0.0318 -0.0022 0.02
C 1.0063 4.2489 -1.9877 0.3134 0.2262 -0.0570 0.00
C 1.0063 0.6831 2.0762 0.0222 -0.1654 0.0955 -0.13
C 0.9474 -0.2839 -2.3786 0.1534 -0.1502 -0.0946 0.00
C 1.8976 1.8595 5.3662 -0.0365 -0.0343 0.0198 0.03
C 2.6430 2.5635 -0.7589 -0.3553 0.2771 -0.1607 0.02
C 3.0977 3.7527 -1.3253 0.3100 -0.0388 0.0680 -0.01
C 1.2536 -2.0127 0.5469 -0.0505 -0.3156 -0.1699 0.02
C -3.4771 0.5550 -0.1113 0.0662 0.1283 0.0948 0.00
C -2.5676 1.3158 2.6192 -0.0211 -0.0313 -0.1426 0.00
C 1.3982 0.8439 7.4784 0.0151 0.0119 0.0344 0.02
H -2.0312 2.0942 3.1617 0.0040 0.0213 -0.0045 0.00
H 0.2616 -1.0815 4.9372 -0.0059 -0.0030 -0.0024 0.01
H 2.3181 -2.2216 0.5874 -0.0340 -0.0720 0.0204 0.00
H 2.4251 2.7112 7.2618 -0.0002 0.0007 0.0076 0.00
H 4.1125 -1.3037 0.9658 0.0253 0.0332 0.0051 0.00
H -0.0363 -4.7864 4.0342 0.0094 0.0011 -0.0088 0.00
H -2.2941 -3.7929 4.0412 -0.0100 0.0101 -0.0008 0.00
H 6.0966 0.2984 0.7310 -0.0014 -0.0366 0.0025 0.00
H 3.1949 -1.2175 -2.3275 -0.1210 -0.1184 -0.0988 0.00
H -3.4968 -0.4420 0.3125 0.0044 -0.0738 0.0226 0.00
H -3.0627 0.4939 -1.1186 0.0077 0.0170 -0.0098 0.00
H 3.4250 1.8326 -6.5925 0.0085 -0.0042 -0.0009 0.00
H -4.4839 0.9732 -0.1560 0.0190 -0.0227 0.0065 0.00
H -2.3855 4.0213 1.0763 -0.0063 0.0074 0.0000 0.00
H -0.5009 2.8105 -1.4776 0.0333 0.0064 -0.0130 0.01
H -2.8482 -1.9063 2.5469 0.0174 -0.0098 -0.0085 0.00
H 0.3682 -1.0366 7.4135 -0.0025 -0.0032 -0.0020 0.00
H 1.0527 2.3850 -6.1180 0.0133 0.0024 0.0024 0.00
H 1.6650 -3.9567 2.4312 -0.0090 -0.0130 0.0153 0.00
H 0.3320 4.9191 -2.5041 -0.0241 -0.0204 0.0042 0.00
H -4.0520 3.4073 1.0156 -0.0001 -0.0106 -0.0033 0.00
H 2.3210 2.6705 4.7894 -0.0001 0.0021 -0.0011 0.00
H -3.6208 1.3314 2.9051 0.0060 0.0025 0.0214 0.00
H -0.0599 1.3595 -4.1526 0.0064 0.0180 -0.0132 0.00
H -2.1240 0.3499 2.8561 -0.0292 0.0874 -0.0248 0.00
H -3.0975 3.5197 -0.4747 0.0098 -0.0087 -0.0102 0.00
H 4.6523 0.2610 -5.1266 -0.0004 0.0069 0.0013 0.00
H 4.1525 3.9956 -1.2822 -0.0083 -0.0331 0.0121 0.00
```
Forces are in eV/Å.

Computed properties:
E	-71521.2936	eV
HOMO-LUMO gap (spin up / spin down)	6.6 / 6.6	eV
charge	+1
energy above the lowest of the compared OMol25 structures with the same formula, charge and spin	59.1	kcal per mole
2S+1	3
LUMO energy (spin up / spin down)	-3.45 / -4.23	eV

No. 4
# C25H22AlBr2F32O4

A molecular structure, C25H22AlBr2F32O4 (ωB97M-V with the def2-TZVPD basis set, the Open Molecules 2025 dataset).

XYZ file:
```
86
Properties=species:S:1:pos:R:3:forces:R:3:mulliken_charge:R:1
Br 5.6711 3.0631 10.6360 -0.9483 -0.2486 -1.0583 -0.27
Br 7.7526 1.8125 8.2583 -1.4638 0.1245 -0.2376 -0.23
Al 4.9717 1.2691 6.0887 -0.2251 -0.1754 0.2884 0.14
F 1.2485 -1.5192 -1.4159 0.2724 -0.6313 0.2413 -0.34
F -3.9068 0.7320 -10.2756 0.2010 -0.3123 -0.0557 -0.20
F -0.6657 -1.4299 4.0341 -0.4410 -0.0220 -0.1396 -0.21
F -1.3950 2.4252 -4.8402 0.1558 0.4537 0.2147 -0.11
F -3.8475 -0.3380 2.9106 0.4711 -0.0548 -0.1457 -0.29
F -3.1056 -0.1614 4.9293 0.2294 0.2374 -0.4665 -0.27
F -2.9858 -2.6610 -10.7445 -0.2507 0.4360 -0.2552 -0.30
F -1.3535 -0.9735 6.4451 -0.1337 -0.2216 0.0383 -0.18
F 2.3794 -0.3462 1.8822 -0.0308 -0.0106 -0.1841 -0.19
F 3.3769 1.1686 3.0649 0.3259 -0.2276 -0.2939 -0.25
F -0.7172 0.8274 -6.9693 -0.4029 -0.3052 0.1258 -0.22
F 2.5421 0.0401 -0.6280 0.0892 -0.3992 -0.1570 -0.24
F -0.2826 -0.8248 -3.8303 -0.4281 -0.0691 0.0025 -0.30
F -3.7173 -1.8071 -8.9029 -0.3439 0.0018 -0.5126 -0.28
F -1.1141 4.5719 -4.8251 -0.0988 0.1025 0.3044 -0.31
F -0.8660 3.5518 -2.2758 -0.1711 -0.0259 -0.3382 -0.26
F -2.6491 0.6500 -3.9050 0.2157 -0.7230 0.0433 -0.16
F -3.2215 1.8751 -6.5540 0.1230 -0.1120 -0.2725 -0.25
F 3.3372 -3.3830 -1.1078 -0.2846 0.3749 -0.3324 -0.31
F -4.1306 0.3288 -7.7683 0.1109 0.0761 -0.0018 -0.22
F -2.9592 -4.0781 7.0115 -0.0968 0.3720 0.2408 -0.34
F -1.1485 0.4443 3.0496 -0.5112 -0.0641 0.0482 -0.25
F -1.7042 1.4209 -8.8104 -0.2561 -0.0743 0.1852 -0.30
F 2.6920 -2.4969 0.7512 -0.4061 -0.0097 -0.5962 -0.24
F 5.8300 0.0437 2.5793 -0.4717 -0.3355 -0.0503 -0.23
F 0.1142 1.2360 -3.2629 -0.2154 -0.1919 0.1746 -0.21
F 4.8102 0.6645 0.7663 -0.2373 -0.0582 0.0316 -0.29
F -0.8227 -2.5596 7.8160 -0.2487 -0.2998 -0.0808 -0.27
F -1.5847 -3.6185 5.3929 -0.0530 0.2468 0.2531 -0.25
F -5.1204 -0.8646 -11.1113 0.2299 -0.3293 0.1334 -0.26
F -2.6352 -0.7799 -2.2822 0.5138 0.0147 -0.1317 -0.31
F -2.6108 4.8174 -2.5308 -0.2228 -0.1445 -0.4366 -0.34
O -2.3431 1.3538 -1.7817 0.6453 -0.4094 -1.5347 -0.32
O -3.4322 -2.2036 4.0232 0.9786 1.0349 0.4972 -0.40
O 4.6462 -1.8622 -0.1800 -1.6966 0.3223 0.0605 -0.42
O -1.7558 -1.1034 -9.7709 -1.5644 0.3342 0.2207 -0.41
C -2.0412 0.3519 -2.7328 -1.3649 0.8278 0.8613 0.59
C 3.4957 -0.0999 2.6022 -0.2356 0.6250 1.1076 -0.02
C 2.6313 -0.9883 7.0742 4.3204 3.7180 -0.9799 0.17
C -2.9911 2.5211 -2.2926 -0.6808 0.0420 0.7819 -0.72
C 3.3135 2.6247 8.7236 0.1633 0.8233 0.3527 -0.82
C -1.9367 3.5773 -4.4009 0.2120 0.4724 -0.8116 0.11
C -3.8419 -0.4677 -10.8956 -0.3053 0.6190 -0.4192 0.19
C -1.8602 -2.0142 7.1304 0.6344 0.2531 0.6886 0.10
C -2.5024 -3.0610 6.2198 0.1520 -0.2944 -0.9432 0.90
C -2.9781 -0.8816 3.7974 -1.4043 -0.7910 0.6695 0.74
C 2.5493 -1.1626 -1.2422 0.1427 0.7650 -0.2523 0.32
C -1.7420 0.5047 -7.8106 0.4513 0.1239 -0.7627 0.90
C -3.7015 -2.5723 5.3816 -0.7646 -0.3106 -0.3169 -0.73
C 5.7923 1.9316 7.8872 -2.6286 1.2413 2.7224 0.17
C -1.4220 -0.8870 -8.3933 0.7115 -0.5154 -0.0894 -0.84
C -1.5603 -0.8355 3.2145 0.9638 -0.0122 -0.2507 0.29
C 4.8986 2.4582 8.8680 1.8145 -1.4391 -2.1220 0.20
C 3.5692 -0.1950 6.5699 -5.1943 -4.2065 2.9157 -0.75
C -3.0460 0.6069 -7.0183 -0.3676 0.3748 0.6959 0.16
C 3.2987 -2.2158 -0.4177 1.7492 -0.6607 1.1710 0.74
C -0.5343 0.1122 -2.8804 0.6691 0.1713 0.1791 0.37
C -3.0843 -1.5001 -10.0523 1.5736 -0.6770 0.9824 0.79
C -2.0767 3.6093 -2.8819 0.4927 -0.3137 0.8216 0.80
C 5.0286 -1.6511 1.1875 0.7612 -0.4592 0.0338 -0.84
C 4.7719 -0.2474 1.7724 0.4224 0.1518 -0.5192 0.95
H 3.0993 3.7679 8.6553 0.3134 -1.9310 0.2534 0.25
H -3.3547 -0.3215 -11.8628 0.1197 -0.1910 0.0793 0.23
H 4.2214 2.5360 5.4504 -0.0815 -0.0221 0.1038 -0.24
H -0.0999 -0.2225 -1.9390 -0.4263 0.1179 -0.0563 0.20
H -4.3764 -3.4289 5.2934 0.2938 -0.0196 -0.0624 0.40
H 4.6622 -2.4484 1.8403 -0.2121 0.2929 -0.0675 0.34
H -2.9048 3.7184 -4.8892 -0.0766 -0.0410 0.1411 0.26
H 6.0672 0.6490 5.1280 0.1790 -0.1343 0.0456 -0.26
H 3.0098 -1.0355 -2.2251 0.0699 -0.2097 0.0552 0.27
H 2.7318 2.2005 9.6372 1.2701 0.7022 -1.4970 0.26
H -1.5199 -1.3421 2.2468 -0.2410 -0.0001 0.0183 0.16
H 3.5076 -0.7679 3.4685 0.1424 -0.0657 -0.0143 0.26
H -4.2911 -1.8112 5.9009 0.3647 0.0416 0.0069 0.33
H 6.1149 -1.7804 1.1804 -0.1494 0.2374 -0.1260 0.44
H -0.3324 -0.9805 -8.3684 -0.1487 0.2437 -0.1084 0.46
H -2.5783 -1.6340 7.8625 -0.1491 -0.0887 -0.0706 0.25
H 2.8605 2.1569 7.7813 1.0987 0.4765 1.3086 0.18
H -3.4702 2.9667 -1.4158 0.3110 0.0077 -0.0327 0.42
H 1.9655 -1.5315 7.8482 1.3994 1.0863 -2.0502 0.25
H -3.8211 2.2683 -2.9589 0.3188 0.0583 -0.1255 0.32
H -1.7813 -1.6993 -7.7549 -0.2127 0.2735 -0.0627 0.34
H -3.0372 -0.0636 -6.1552 0.1692 -0.0401 -0.0776 0.19
```
Forces are in eV/Å.

Computed properties:
E	-268110.8373	eV
HOMO-LUMO gap	7.0	eV
charge	-1
LUMO energy	1.58	eV